39
Properties=species:S:1:pos:R:3 method="wB97M-V/def2-TZVPD" energy_ev=-79553.0617 total_charge=+2 multiplicity=5 s2=6.083 max_force_ha_per_bohr=0.096
C 1.993 -0.877 -0.887
C 1.182 -1.299 -2.076
H 2.992 -0.602 -1.267
H 2.164 -1.573 -0.039
H 1.531 0.033 -0.498
O 1.289 -0.944 -3.198
I -2.326 -0.733 -2.323
Mn -0.044 0.182 2.537
P -0.317 -2.723 -0.619
C -0.907 -3.180 -2.316
C 1.012 -4.007 -0.544
H -1.315 -3.918 1.289
H -1.539 -4.727 -0.311
H -2.588 -3.332 0.146
C -1.588 -3.777 0.234
H 1.431 -4.000 0.472
H 0.517 -4.959 -0.756
H -0.803 -4.254 -2.433
H -0.353 -2.579 -3.064
H 1.777 -3.777 -1.296
H -2.008 -2.940 -2.325
C -0.517 0.376 -1.394
O -0.239 1.470 -1.662
Cl 0.033 -1.911 3.172
C -0.292 4.975 1.593
N 0.144 3.810 0.851
C 0.755 3.993 -0.463
C 0.009 2.595 1.388
C -0.838 2.324 2.658
O 0.566 1.571 0.886
H 0.005 5.869 1.034
H 0.171 4.944 2.593
H -1.386 4.927 1.733
H 1.769 3.563 -0.515
H 0.164 3.520 -1.269
H 0.797 5.083 -0.627
H -1.911 2.227 2.438
H -0.552 1.541 3.447
H -0.778 3.110 3.411